No. 1
Here is a molecular structure, C34H33Cl2CrN7O2S at a distorted geometry from the Open Molecules 2025 dataset. Energies are from ωB97M-V/def2-TZVPD.

Geometry as XYZ:
```
80
C34H33Cl2CrN7O2S | the Open Molecules 2025 dataset | ωB97M-V/def2-TZVPD
Cr 1.271 -0.807 3.546
Cl 6.814 2.835 0.362
C 5.731 1.987 1.408
C 5.141 2.788 2.488
C 4.214 2.248 3.299
C 3.622 0.966 3.053
O 2.664 0.559 3.827
C 4.212 0.141 1.967
C 3.628 -1.048 1.596
N 2.478 -1.474 2.017
C 1.717 -2.608 1.833
C 1.669 -3.558 0.822
C 0.889 -4.714 1.083
C -0.091 -4.714 2.028
C -0.210 -3.595 2.924
C -1.108 -3.539 4.043
C -1.633 -2.462 4.750
C -1.305 -1.018 4.697
N -0.175 -0.394 4.525
C 0.757 -2.638 2.840
C 5.338 0.675 1.266
H 5.528 3.804 2.544
H 3.908 2.753 4.240
H 4.214 -1.666 0.881
H 2.346 -3.511 -0.015
H 0.944 -5.608 0.468
H -0.800 -5.599 2.037
H -1.480 -4.529 4.311
H -2.295 -2.656 5.537
H -2.177 -0.390 4.984
H 5.699 0.047 0.443
N 4.561 2.759 -3.383
C 3.484 3.013 -4.153
C 2.729 1.989 -4.776
N 1.783 2.243 -5.609
C 1.522 3.538 -5.902
C 2.176 4.563 -5.258
N 3.214 4.304 -4.416
H 4.731 1.854 -3.095
H 4.822 3.438 -2.647
H 2.999 0.925 -4.739
H 0.780 3.666 -6.646
H 2.005 5.596 -5.448
Cl -1.828 4.140 -0.234
C -1.055 4.212 1.321
C -0.245 5.307 1.604
C 0.461 5.303 2.803
C 0.313 4.306 3.735
C -0.565 3.277 3.470
C -1.296 3.185 2.234
C -2.149 2.058 2.043
H -0.116 6.067 0.847
H 1.132 6.126 2.960
H 0.825 4.298 4.697
H -0.672 2.436 4.111
H -2.594 1.943 1.057
H -2.497 1.521 2.889
N -5.696 -0.951 0.337
C -5.032 -2.161 0.266
C -4.061 -2.169 1.247
N -4.058 -0.968 1.831
C -5.044 -0.251 1.311
H -6.585 -0.701 -0.171
H -5.309 -2.945 -0.421
H -3.294 -2.892 1.440
H -5.156 0.799 1.482
O -0.730 -1.505 -3.985
S -1.515 -2.742 -3.797
C -1.924 -3.393 -5.453
C -3.421 -3.718 -5.563
C -4.214 -3.047 -4.356
C -3.226 -2.356 -3.356
H -1.266 -4.221 -5.616
H -1.583 -2.585 -6.152
H -3.584 -4.816 -5.566
H -3.849 -3.400 -6.517
H -4.756 -3.865 -3.896
H -4.960 -2.351 -4.720
H -3.421 -2.817 -2.381
H -3.349 -1.286 -3.233
```

2S+1 = 5
F_max = 4.30 eV/Å
⟨S²⟩ = 6.235
gap between HOMO and LUMO (alpha / beta) = 0.2482 / 0.2599 Ha



No. 2
Here is a molecular structure, C19H31BBr4CoF4O2PSe2 at a distorted geometry from the Open Molecules 2025 dataset. Energies are from ωB97M-V/def2-TZVPD.

Geometry as XYZ:
```
65
C19H31BBr4CoF4O2PSe2 | the Open Molecules 2025 dataset | ωB97M-V/def2-TZVPD
Co -0.696 -0.493 0.013
C -3.298 3.532 3.645
Se -2.526 1.811 3.144
C -3.842 1.407 1.769
C -3.580 2.133 0.461
Se -2.307 1.325 -0.796
C -3.590 0.117 -1.606
H -4.299 3.401 4.052
H -3.322 4.211 2.794
H -2.648 3.946 4.411
H -4.807 1.713 2.174
H -3.834 0.324 1.654
H -3.229 3.146 0.637
H -4.491 2.191 -0.139
H -4.411 0.699 -2.017
H -3.938 -0.609 -0.878
H -3.072 -0.408 -2.401
Br -0.603 -3.478 6.117
C -0.270 -2.278 4.693
C 0.860 -1.475 4.699
Br 2.088 -1.536 6.138
C 1.092 -0.611 3.610
Br 2.581 0.567 3.567
C 0.233 -0.558 2.524
O 0.396 0.228 1.472
C -0.938 -1.366 2.529
O -1.748 -1.231 1.500
C -1.167 -2.206 3.611
Br -2.761 -3.220 3.550
C 2.919 0.038 -3.542
C 1.768 -0.677 -2.829
C 0.522 -0.718 -3.720
P 1.351 -0.106 -1.116
C 2.634 -0.929 -0.074
C 4.061 -0.979 -0.616
C 2.157 -2.351 0.252
C 1.607 1.725 -0.951
C 3.024 2.238 -0.706
C 0.947 2.479 -2.113
H 3.283 -0.591 -4.360
H 3.765 0.250 -2.889
H 2.580 0.976 -3.982
H 2.069 -1.714 -2.647
H 0.209 0.291 -4.004
H -0.317 -1.207 -3.230
H 0.736 -1.271 -4.639
H 2.618 -0.348 0.845
H 4.128 -1.573 -1.533
H 4.695 -1.462 0.134
H 4.480 0.009 -0.810
H 2.256 -3.007 -0.620
H 1.113 -2.378 0.565
H 2.756 -2.772 1.061
H 1.033 1.919 -0.042
H 3.685 2.046 -1.554
H 3.459 1.801 0.195
H 2.985 3.322 -0.557
H 1.583 2.469 -2.999
H 0.779 3.522 -1.833
H -0.018 2.055 -2.382
F -2.270 -2.260 -3.319
B -2.181 -2.908 -2.067
F -1.493 -4.106 -2.168
F -3.433 -3.046 -1.480
F -1.364 -2.018 -1.197
```

2S+1 = 2
F_max = 1.39 eV/Å
⟨S²⟩ = 0.904
gap between HOMO and LUMO (alpha / beta) = 0.2449 / 0.2442 Ha
total charge = -1



No. 3
Here is 2 unconnected molecules or ions with the total composition C4H9NO3 at a distorted geometry from the Open Molecules 2025 dataset. Energies are from ωB97M-V/def2-TZVPD.

Geometry as XYZ:
```
17
C4H9NO3 | the Open Molecules 2025 dataset | ωB97M-V/def2-TZVPD
C -0.080 -0.701 1.015
C 0.689 -0.744 -0.238
C -2.092 0.703 -1.618
C 2.083 -0.472 0.739
N 2.175 0.787 1.206
O -1.893 -0.447 -0.816
O -0.521 0.359 1.488
O 2.960 -1.300 0.752
H -2.222 -0.253 0.082
H -0.421 -1.682 1.380
H 3.014 1.060 1.695
H 1.305 1.270 1.397
H 0.615 0.140 -0.863
H 0.799 -1.720 -0.699
H -1.577 1.573 -1.198
H -3.153 0.944 -1.723
H -1.681 0.481 -2.600
```

F_max = 3.98 eV/Å
gap between HOMO and LUMO = 0.3674 Ha
SMILES string = NC(=O)CC=O.CO